[1]
{
  "formula": "C9H14O",
  "method": "ωB97M-V/def2-TZVPD",
  "species": ["C", "C", "C", "C", "C", "C", "C", "O", "H", "H", "H", "H", "H", "H", "H", "H", "C", "C", "H", "H", "H", "H", "H", "H"],
  "coordinates": [[2.82702, -1.57589, -2.20478], [1.22754, 0.57423, 0.29276], [1.93763, -0.52370, -0.21081], [0.27440, 1.26317, -0.37393], [1.76927, -0.84678, -1.55591], [0.02870, 0.71515, -1.64127], [0.63163, -0.37140, -2.30041], [-0.39733, 2.50588, -0.19123], [1.59526, 0.91197, 1.22830], [2.67259, -1.09959, 0.36748], [-0.29132, 2.68312, 0.73771], [-0.87467, 1.25165, -2.06734], [2.83193, -2.62439, -1.80620], [3.83764, -1.07009, -2.06185], [0.35473, -0.83953, -3.30462], [2.82554, -1.46250, -3.26985], [-2.80012, 0.66378, 2.64874], [-2.41463, -0.51614, 1.84819], [-2.40501, 1.68947, 2.62042], [-3.88658, 0.98672, 2.45870], [-2.86482, 0.42136, 3.72392], [-3.19510, -0.91189, 1.18335], [-1.54518, -0.45394, 1.31561], [-2.13912, -1.37067, 2.56305]],
  "forces_ev_per_angstrom": [[2.365, -1.031, -0.082], [0.033, 1.414, 2.735], [0.357, -0.782, -0.563], [0.268, -0.747, -2.368], [-2.565, 0.802, -1.517], [-4.326, 1.752, -2.018], [2.637, -0.781, 1.275], [1.048, -1.469, 0.374], [0.151, 0.620, 1.093], [-0.202, 0.619, -0.076], [-0.090, 0.418, 0.810], [0.910, -0.940, -0.106], [0.592, 0.463, -0.712], [-0.928, -0.750, 0.718], [0.481, 1.203, 1.389], [-0.770, -0.806, -0.907], [-3.408, 2.169, 1.688], [-0.764, -2.723, 1.522], [1.122, -0.723, -0.599], [1.044, -0.814, -0.001], [0.300, 0.088, -0.282], [0.151, 0.323, 0.225], [2.259, 0.742, -1.751], [-0.665, 0.952, -0.846]],
  "lowdin_charge": [-0.14, -0.15, -0.14, -0.39, -0.41, -0.15, -0.09, -0.04, 0.07, 0.07, 0.05, 0.08, 0.08, 0.09, 0.10, 0.05, -0.23, -0.17, 0.05, 0.07, 0.05, 0.07, 0.01, 0.09],
  "charge": -1,
  "e_above_lowest_kj_mol": 219.2,
  "lumo_energy_ev": [3.753, 3.620],
  "e_homo_ev": [1.14, -3.38],
  "multiplicity": 2,
  "homo_lumo_gap_ev": [2.614, 7.002]
}


[2]
{
  "formula": "C9H14O",
  "method": "ωB97M-V/def2-TZVPD",
  "species": ["C", "C", "C", "C", "C", "C", "C", "C", "C", "O", "H", "H", "H", "H", "H", "H", "H", "H", "H", "H", "H", "H", "H", "H"],
  "coordinates": [[1.61524, -0.04745, -0.08880], [-0.66077, 0.61370, 0.13433], [1.13404, -0.60264, 1.19143], [0.50011, 0.76330, -0.62796], [-0.27014, -0.08538, 1.44141], [3.04330, 0.27567, -0.41946], [-1.69263, 1.70629, 0.25621], [-1.61948, -0.77133, -1.20496], [-1.89745, -1.95091, -0.58979], [1.28270, -1.44476, 0.06449], [1.79271, -0.81901, 2.02611], [0.60574, 1.41816, -1.47637], [-0.73757, -0.78544, -1.88620], [-0.25491, 0.61738, 2.27780], [-0.96698, -0.88486, 1.69106], [-2.40140, -0.16624, -1.64986], [3.71343, -0.40289, 0.10529], [3.27303, 1.30081, -0.12889], [3.21606, 0.16802, -1.49047], [-1.84407, 2.20010, -0.70262], [-2.64275, 1.28535, 0.58614], [-1.38870, 2.45810, 0.98459], [-1.31354, -2.83062, -0.80970], [-2.48599, -2.01539, 0.31624]],
  "forces_ev_per_angstrom": [[0.175, -0.080, 0.362], [3.254, 2.309, 0.692], [0.054, 0.341, 0.123], [-1.785, -0.083, 1.308], [-0.122, -0.551, -0.596], [-0.194, -0.130, 0.038], [-0.513, -0.601, -0.576], [0.032, -2.292, -2.404], [0.527, 0.621, 0.349], [-0.041, -0.339, -0.384], [0.024, -0.027, -0.009], [-0.081, 0.051, -0.234], [-0.933, -0.350, 0.227], [-0.080, 0.127, -0.109], [-0.006, -0.098, 0.127], [0.022, 0.992, 1.158], [0.005, 0.001, 0.024], [0.027, 0.028, -0.027], [0.037, 0.025, -0.043], [-0.087, 0.053, -0.011], [-0.151, 0.114, -0.014], [0.161, -0.095, 0.048], [0.530, 0.056, 0.356], [-0.854, -0.073, -0.404]],
  "lowdin_charge": [-0.43, -0.34, -0.21, 0.01, -0.08, 0.00, -0.06, -0.14, -0.04, 0.02, 0.15, 0.12, 0.09, 0.13, 0.11, 0.09, 0.09, 0.09, 0.08, 0.08, 0.08, 0.08, 0.05, 0.05],
  "charge": 0,
  "smiles": "CC1=C[C@]2(C)O[C@@H]2C1.C=C",
  "e_above_lowest_kj_mol": 424.3,
  "lumo_energy_ev": 0.335,
  "e_homo_ev": -7.49,
  "homo_lumo_gap_ev": 7.828
}


[3]
{
  "formula": "C9H14O",
  "method": "ωB97M-V/def2-TZVPD",
  "species": ["C", "C", "H", "H", "H", "H", "H", "H", "C", "C", "C", "C", "C", "C", "C", "O", "H", "H", "H", "H", "H", "H", "H", "H"],
  "coordinates": [[-1.78682, 2.88003, 1.37484], [-3.14862, 2.21330, 1.12213], [-1.16091, 2.20355, 1.95295], [-1.23796, 3.28592, 0.52612], [-1.84090, 3.73753, 2.07252], [-3.27329, 1.96716, 0.07761], [-3.19161, 1.31130, 1.72655], [-4.00049, 2.76929, 1.51265], [-1.46146, -1.24421, 1.27599], [-0.37455, -1.19247, -0.98909], [-0.24057, -1.15105, 0.39959], [0.70032, -0.98220, -1.81989], [0.98714, -0.82346, 0.94285], [1.89590, -0.52837, -1.25850], [2.04402, -0.48277, 0.11914], [2.84350, -0.05956, -2.13304], [-1.34050, -1.39345, -1.41930], [0.70615, -1.18707, -2.87582], [-1.30743, -1.98622, 2.05992], [-2.43334, -1.42957, 0.80759], [1.17376, -0.89468, 2.00145], [3.02256, -0.24052, 0.49999], [3.54515, 0.45015, -1.67779], [-1.66876, -0.29806, 1.78500]],
  "forces_ev_per_angstrom": [[0.028, 0.806, 1.275], [0.351, 0.126, 0.613], [0.385, -0.229, -0.437], [-0.184, -0.437, -0.246], [-0.401, -0.203, -0.324], [-0.275, -0.119, -0.174], [0.024, -0.366, -0.270], [0.055, 0.432, -0.448], [-0.324, 0.086, 0.725], [0.082, -0.331, 0.293], [-1.109, 0.738, -0.328], [0.928, 0.147, 0.214], [0.385, -0.393, -0.148], [-0.325, 0.434, -0.189], [0.298, -0.163, -0.529], [0.678, 0.059, 0.242], [-0.203, -0.252, -0.064], [-0.381, 0.328, -0.307], [-0.138, -0.087, 0.051], [0.473, -0.416, -0.484], [-0.209, 0.226, 0.290], [0.117, 0.168, 0.331], [-0.693, -0.600, -0.170], [0.440, 0.046, 0.085]],
  "lowdin_charge": [-0.16, -0.16, 0.05, 0.06, 0.06, 0.06, 0.04, 0.06, -0.06, -0.04, -0.28, -0.01, -0.05, -0.32, -0.03, 0.03, 0.11, 0.12, 0.08, 0.08, 0.11, 0.11, 0.12, 0.05],
  "charge": 0,
  "smiles": "Cc1ccc(O)cc1.CC",
  "e_above_lowest_kj_mol": 55.9,
  "lumo_energy_ev": 0.865,
  "e_homo_ev": -8.32,
  "homo_lumo_gap_ev": 9.181
}


[4]
{
  "formula": "C9H14O",
  "method": "ωB97M-V/def2-TZVPD",
  "species": ["C", "C", "C", "C", "C", "C", "C", "O", "H", "H", "H", "H", "H", "H", "H", "H", "C", "C", "H", "H", "H", "H", "H", "H"],
  "coordinates": [[0.76662, 1.62529, 3.15473], [-0.06460, -1.54136, 1.19436], [-0.07133, -0.51914, 2.13470], [0.88641, -1.43628, 0.16646], [0.89984, 0.48528, 2.18433], [1.82941, -0.43730, 0.16702], [1.85919, 0.54460, 1.16337], [0.65680, -2.13388, -1.01598], [-0.76303, -2.34385, 1.35870], [-0.77469, -0.57085, 2.96043], [-0.04681, -2.75427, -0.76885], [2.67672, -0.50138, -0.50330], [1.65768, 1.78481, 3.76218], [-0.09891, 1.39075, 3.79529], [2.60004, 1.32348, 1.27960], [0.46807, 2.60619, 2.78539], [-0.86379, 0.17478, -2.86857], [-2.32287, 0.48099, -3.07792], [-0.41379, 0.46071, -1.92227], [-0.54690, -0.87428, -2.91702], [-0.18396, 0.65711, -3.58876], [-2.73575, 0.70256, -2.09176], [-2.84045, -0.36591, -3.53456], [-2.57391, 1.24196, -3.81754]],
  "forces_ev_per_angstrom": [[-0.866, -0.263, 1.038], [0.897, 1.229, 0.436], [0.653, -0.368, 0.853], [-2.014, -0.073, -0.800], [-0.453, 1.010, -1.368], [1.554, 0.635, 0.564], [-0.889, -1.179, 0.941], [0.504, -0.595, 1.169], [-0.180, -0.271, -0.611], [-0.123, 0.030, -0.141], [0.228, 0.004, -0.543], [-0.353, 0.150, -0.547], [-0.031, -0.138, 0.103], [0.540, -0.024, 0.310], [0.253, -0.105, -0.593], [0.305, -0.091, -0.795], [2.187, -0.176, -0.678], [-0.498, -0.543, -0.024], [-0.526, 0.409, 0.409], [-0.663, -0.017, -0.185], [-0.411, 0.014, -0.090], [-0.545, 0.096, -0.387], [-0.040, -0.300, 0.502], [0.471, 0.566, 0.436]],
  "lowdin_charge": [-0.07, -0.02, -0.05, -0.31, -0.29, -0.03, -0.03, 0.02, 0.11, 0.11, 0.10, 0.12, 0.08, 0.07, 0.11, 0.08, -0.18, -0.17, 0.05, 0.05, 0.07, 0.06, 0.06, 0.06],
  "charge": 0,
  "smiles": "Cc1ccc(O)cc1.CC",
  "e_above_lowest_kj_mol": 91.1,
  "lumo_energy_ev": 0.863,
  "e_homo_ev": -8.45,
  "homo_lumo_gap_ev": 9.310
}


[5]
{
  "formula": "C9H14O",
  "method": "ωB97M-V/def2-TZVPD",
  "species": ["C", "C", "C", "C", "C", "C", "C", "O", "H", "H", "H", "H", "H", "H", "H", "H", "C", "C", "H", "H", "H", "H", "H", "H"],
  "coordinates": [[3.01268, -0.49953, -0.92245], [-0.35474, 0.23050, 0.65153], [-0.10647, 1.40995, 1.35420], [0.57780, -0.28270, -0.21952], [1.86004, 0.26102, -0.31490], [1.13448, 2.00002, 1.21890], [2.11772, 1.39743, 0.43302], [-1.10404, 1.86964, 2.15275], [-1.32768, -0.22552, 0.78507], [0.35716, -1.20172, -0.74352], [1.38189, 2.94900, 1.69540], [-0.86191, 2.67800, 2.61129], [3.55231, 0.10438, -1.65070], [2.70281, -1.47239, -1.30753], [3.09075, 1.87609, 0.43039], [3.71338, -0.75221, -0.12672], [-2.24774, -2.77557, -1.53381], [-3.67570, -2.39490, -1.92028], [-1.88045, -3.54212, -2.21256], [-1.54120, -1.97398, -1.76834], [-2.14055, -3.00266, -0.48230], [-3.92782, -1.34034, -1.78527], [-4.37912, -2.93095, -1.28992], [-3.89302, -2.64476, -2.95476]],
  "forces_ev_per_angstrom": [[-0.132, -0.017, 0.195], [-0.644, 0.527, 0.010], [0.278, -0.485, -0.245], [0.493, -0.325, 0.206], [0.226, -0.372, 0.614], [0.411, 0.430, -0.108], [-0.391, 0.545, 0.048], [-0.375, 0.055, 0.122], [0.012, -0.096, -0.107], [-0.041, -0.060, -0.086], [-0.185, -0.233, 0.141], [0.230, 0.039, -0.062], [-0.019, -0.238, -0.230], [-0.068, 0.262, -0.419], [0.080, -0.176, -0.140], [0.141, 0.139, 0.064], [0.351, 0.881, -1.018], [-0.240, 0.086, 0.308], [-0.118, -0.658, 0.510], [-0.198, 0.288, 0.230], [0.084, -0.358, 0.102], [0.301, 0.008, 0.032], [-0.188, -0.222, -0.066], [-0.009, -0.020, -0.101]],
  "lowdin_charge": [-0.06, -0.02, -0.33, -0.05, -0.29, -0.03, -0.06, 0.05, 0.11, 0.09, 0.11, 0.10, 0.08, 0.07, 0.11, 0.08, -0.17, -0.17, 0.06, 0.04, 0.06, 0.06, 0.06, 0.06],
  "charge": 0,
  "smiles": "Cc1ccc(O)cc1.CC",
  "e_above_lowest_kj_mol": 36.0,
  "lumo_energy_ev": 0.888,
  "e_homo_ev": -8.34,
  "homo_lumo_gap_ev": 9.232
}